1.
A structure of composition C17H37AlCaCl2CsF3IO8P. Source: the OMol25 dataset; level of theory: ωB97M-V/def2-TZVPD.

Geometry as XYZ:
```
72
Properties=species:S:1:pos:R:3:lowdin_charge:R:1
C -0.83 5.79 4.82 -0.16
H -3.26 -4.62 -4.52 0.13
C 4.93 2.72 -0.10 -0.09
C -0.28 5.28 3.49 -0.21
H -1.02 3.55 2.41 0.11
H 4.08 2.28 -0.62 0.10
O -1.98 -0.50 -2.79 -0.19
H 6.78 1.77 2.71 0.11
H -4.50 -1.83 -3.71 0.11
H -0.86 6.87 4.90 0.12
O 5.59 0.52 0.70 -0.01
H -0.67 5.88 2.67 0.09
O -3.80 0.96 -0.97 -0.48
I -3.48 -4.96 0.02 1.13
C -2.90 -1.48 -2.33 -0.39
Cl -1.15 2.05 -3.85 -0.20
H 3.06 -2.34 3.07 0.09
Al 4.05 3.65 1.99 1.08
H -4.10 -5.53 -3.29 0.14
H 4.44 1.75 1.83 0.04
H 2.17 -0.91 3.64 0.08
H -0.82 -2.06 -3.53 0.10
H 0.80 5.30 3.43 0.08
C 2.34 -1.57 2.79 -0.14
C -3.57 -2.33 -3.42 -0.20
C -0.85 3.89 3.43 -0.22
C 0.50 -0.58 -2.73 -0.28
H 1.25 -2.71 1.67 0.04
O -3.92 -3.57 -2.84 -0.21
H 4.67 3.77 0.17 0.00
H 0.27 -0.44 -0.60 0.12
Cl 0.14 -2.79 -1.13 0.74
F -5.10 -8.14 -0.09 -0.04
H 2.84 -1.16 -1.96 0.08
O 1.09 -2.14 2.42 -0.13
H -4.58 1.53 -0.84 0.05
O -1.14 -6.33 -1.04 0.04
H 6.37 3.43 2.25 0.04
H 0.71 0.49 -2.77 0.07
H -0.83 -0.53 -4.44 -0.06
H 7.39 2.44 1.20 0.11
C 0.73 -1.10 -1.32 -0.65
O -2.11 3.91 4.14 -0.17
C 2.25 -1.13 -1.04 -0.11
H 6.35 0.55 0.10 0.11
Ca 0.59 -0.11 -5.68 1.57
H 2.56 -0.32 -0.39 0.07
H 2.49 -2.04 -0.51 0.06
C -3.38 -4.73 -3.44 -0.22
H -2.96 -2.44 -4.32 0.13
H -2.96 5.77 4.35 0.12
H 2.76 -0.97 1.96 0.05
P -4.35 -0.52 -1.59 0.94
C -0.84 -0.97 -3.40 -0.42
C 6.53 2.41 1.87 -0.06
C -1.99 -5.61 -1.43 -0.76
H -0.19 3.17 3.94 0.10
C -2.21 5.15 4.86 -0.20
H -2.51 -2.14 -1.55 0.08
H 1.29 -1.05 -3.37 0.08
F -4.63 -7.03 1.07 -0.25
H -1.72 -6.03 -3.45 0.14
Cs -4.48 -0.18 1.32 1.44
H 5.76 2.76 -0.81 0.12
H -2.56 4.96 5.88 0.11
F 0.83 6.27 1.19 -0.75
C 5.32 1.83 1.12 -0.62
O -5.10 -1.53 -0.39 -0.80
C -2.03 -5.16 -2.88 -0.16
H -1.26 -4.41 -3.06 0.09
H -5.74 -2.09 -0.85 0.07
H -0.22 5.41 5.65 0.11
```

Total energy in eV: -110749.89344
Orbital gap in eV: 1.45
Charge: +2
Energy relative to the best compared isomer or geometry (same formula, charge and spin) in kJ/mol: 0.00



2.
A structure of composition C48H35Cl2CuNO4P2S. Source: the OMol25 dataset; level of theory: ωB97M-V/def2-TZVPD.

Geometry as XYZ:
```
94
Properties=species:S:1:pos:R:3:lowdin_charge:R:1
C -3.03 0.75 -0.85 -0.24
C -4.14 -2.63 2.93 -0.08
H -4.71 -3.09 3.73 0.10
C -1.59 -1.37 -1.93 -0.38
H 1.96 0.01 -1.14 0.02
P 0.76 2.20 0.18 1.16
C -3.76 -2.30 0.57 -0.09
H 5.57 3.59 0.44 0.10
H 2.58 1.35 -5.16 0.10
H -2.33 6.94 1.00 0.10
C 2.19 -6.07 -0.37 -0.06
C 0.32 -4.64 0.34 -0.36
H -1.17 -3.06 -5.39 0.10
C -4.12 2.89 -0.78 0.00
C 4.55 3.80 2.31 -0.09
C 1.60 2.74 -3.85 -0.09
C 2.22 3.20 2.30 -0.11
H -4.03 -2.52 -0.45 0.10
H 4.53 -0.53 5.14 0.11
C -0.40 6.19 0.38 -0.08
H 2.79 -0.40 -3.42 0.11
C -1.74 6.06 0.75 -0.07
C 1.27 2.01 -1.57 -0.37
C 2.45 -3.67 -0.51 -0.14
C 1.85 0.78 -1.90 -0.16
H -5.93 3.09 -1.91 0.11
H -5.89 0.72 -2.69 0.11
H 0.57 -0.50 3.48 0.12
O -2.11 2.41 0.53 -0.04
H -2.81 -1.60 4.26 0.10
C -1.29 -0.61 -3.06 -0.10
O 1.23 -0.21 1.18 -0.34
C 4.34 -0.33 3.03 -0.10
H -4.00 -0.71 -2.08 0.10
C -2.68 -1.46 0.86 -0.35
C -2.35 -1.22 2.19 -0.10
C -4.48 -2.88 1.60 -0.09
C -0.39 -5.85 0.60 -0.57
S 4.10 -0.05 0.33 0.73
C 0.35 5.05 0.13 -0.08
H 5.43 4.15 2.84 0.10
C -5.12 2.42 -1.61 -0.06
C 0.17 -7.08 0.39 -0.11
H -3.34 4.71 1.17 0.11
H 1.49 3.51 -4.61 0.10
C -1.56 -3.36 -3.30 -0.07
C 3.34 3.66 2.98 -0.09
H 3.48 -3.90 -0.83 0.14
H -4.15 3.92 -0.47 0.09
C -2.32 4.81 0.82 -0.03
C -1.28 -2.59 -4.42 -0.08
C -1.57 3.68 0.50 -0.27
H 3.59 2.74 -0.76 0.09
H -1.53 -0.55 2.40 0.08
H 0.64 3.92 -2.34 0.09
C 3.51 3.01 0.28 -0.14
C -0.22 3.78 0.19 -0.27
C 2.33 0.55 -3.19 -0.08
C 2.21 1.53 -4.16 -0.09
C 1.65 -0.48 3.42 -0.04
Cl -2.00 -5.73 1.20 0.73
C -1.14 -1.21 -4.29 -0.07
H 5.40 -0.24 2.85 0.10
H -1.93 -3.36 -1.18 0.08
P -1.71 -0.45 -0.34 1.15
H -1.17 0.47 -2.96 0.11
H 1.40 5.14 -0.09 0.11
H 3.21 -6.15 -0.75 0.12
C 1.13 2.98 -2.57 -0.08
H 2.03 -0.66 5.49 0.10
H 3.26 3.91 4.03 0.10
C 3.50 -0.26 1.88 -0.68
C 2.30 2.87 0.94 -0.38
H -1.66 -4.43 -3.39 0.11
C 3.86 -0.48 4.29 -0.07
H -5.31 -3.53 1.37 0.11
C -3.09 2.05 -0.37 -0.24
H 0.05 7.17 0.31 0.10
C 1.47 -7.19 -0.10 -0.67
C 2.46 -0.56 4.50 -0.07
C 1.63 -4.80 -0.16 -0.12
Cl 2.15 -8.77 -0.37 0.66
C -3.08 -1.80 3.22 -0.07
C -5.10 1.11 -2.06 -0.07
O 2.12 -2.48 -0.52 -0.04
C 4.63 3.48 0.96 -0.09
Cu 0.49 -1.75 0.37 0.57
C -1.71 -2.76 -2.05 -0.09
H -0.41 -7.97 0.59 0.11
H -0.91 -0.61 -5.16 0.11
O -0.25 -3.50 0.59 -0.14
N 2.14 -0.36 2.16 -0.16
C -4.05 0.29 -1.69 -0.08
H 1.27 3.10 2.82 0.11
```

Total energy in eV: -159119.65010
Orbital gap (spin up / spin down) in eV: 6.74 / 5.21
Charge: 0
Energy relative to the best compared isomer or geometry (same formula, charge and spin) in kJ/mol: 198.81
Multiplicity: 2



3.
A structure of composition C6H8LiNaO6. Source: the OMol25 dataset; level of theory: ωB97M-V/def2-TZVPD.

Geometry as XYZ:
```
22
Properties=species:S:1:pos:R:3:lowdin_charge:R:1
C -1.31 0.31 0.39 -0.35
C -0.97 -1.04 -2.28 -0.18
H -0.54 -1.59 -3.13 0.12
O 0.53 1.55 -0.50 -0.10
C -0.40 0.73 -0.83 -0.63
O 2.69 0.14 2.07 -0.48
H 0.99 1.34 2.37 0.12
H 0.97 -0.84 0.72 0.11
H 0.42 -1.62 2.22 0.13
H -1.49 0.51 -3.75 0.11
C 1.38 0.31 2.49 -0.39
C -1.72 0.23 -2.72 -0.16
Na 2.60 1.39 0.25 0.66
H -2.81 0.12 -2.60 0.12
C 0.51 -0.66 1.70 -0.15
O -1.24 1.25 -1.86 -0.03
O 0.08 -0.56 -1.46 -0.08
O -2.52 0.45 0.36 0.11
Li 4.03 -0.21 3.20 0.82
H 1.27 0.08 3.57 0.10
H -1.63 -1.72 -1.72 0.12
O -0.83 -0.17 1.54 0.02
```

Total energy in eV: -23258.22130
Orbital gap in eV: 5.93
Charge: 0
Energy relative to the best compared isomer or geometry (same formula, charge and spin) in kJ/mol: 96.93



4.
The molecule C2H4IN3S. Source: the OMol25 dataset; level of theory: ωB97M-V/def2-TZVPD.

Geometry as XYZ:
```
11
Properties=species:S:1:pos:R:3:lowdin_charge:R:1
S 0.07 0.09 -0.53 0.42
N 2.06 -2.36 1.15 0.14
H -0.20 -0.38 -2.57 0.05
I 2.20 1.44 -0.03 0.41
H -1.83 0.12 1.18 0.03
C 1.35 -1.88 0.40 -0.52
N -0.46 0.35 -1.89 -0.28
H -1.84 1.50 0.23 0.02
N 0.54 -1.31 -0.43 -0.28
H -0.66 1.50 1.60 0.03
C -1.24 0.94 0.89 -0.03
```

Total energy in eV: -25540.91783
SMILES: C[S@@](=N)(I)=NC#N
Orbital gap in eV: 8.08
Charge: 0
Energy relative to the best compared isomer or geometry (same formula, charge and spin) in kJ/mol: 120.95



5.
A structure of composition C12H40BN2O9Zr. Source: the OMol25 dataset; level of theory: ωB97M-V/def2-TZVPD.

Geometry as XYZ:
```
65
Properties=species:S:1:pos:R:3:lowdin_charge:R:1
C -7.28 -19.84 20.90 -0.04
H -2.08 -22.88 11.87 0.09
H -3.41 -22.62 15.48 -0.02
H -0.58 -23.41 10.98 0.08
H -6.28 -18.90 18.65 0.10
O -3.87 -23.48 15.51 -0.08
C -1.74 -18.42 19.48 -0.33
H 0.30 -18.80 10.54 0.06
H 2.43 -20.48 16.17 0.08
H -4.39 -20.50 15.78 0.02
O -0.21 -22.61 12.81 -0.18
C 0.82 -21.92 16.50 -0.34
H -2.86 -20.72 16.96 -0.05
H -9.52 -22.42 20.56 0.08
H -2.91 -16.85 18.38 0.09
N -0.06 -19.17 11.42 0.03
H -0.64 -21.02 10.60 0.13
C -7.33 -20.46 19.51 -0.44
O -1.56 -17.52 17.11 -0.43
H -0.87 -18.24 20.14 0.09
O -0.54 -21.64 16.53 -0.39
H 0.29 -18.66 14.83 0.08
B -3.25 -20.33 15.96 -0.46
H -3.17 -20.91 19.55 0.00
H -2.57 -18.40 20.20 0.09
H -9.22 -22.56 18.84 0.09
C 0.07 -20.65 11.34 -0.43
H -2.58 -20.86 15.18 -0.01
H -7.95 -20.38 21.57 0.07
O -0.68 -18.80 14.76 -0.13
H -4.63 -20.84 19.05 -0.02
H 1.81 -20.48 10.08 0.07
H 0.59 -18.84 12.13 0.06
H -1.14 -24.33 12.37 0.09
H -6.25 -20.02 21.23 0.08
H -4.18 -23.52 16.42 0.03
H 1.17 -22.69 17.20 0.09
C -1.09 -23.33 11.94 -0.09
N -6.25 -19.93 18.69 0.03
O -1.57 -19.67 18.86 -0.39
H -1.24 -16.39 18.72 0.09
C -1.89 -17.25 18.47 -0.33
O -9.84 -20.67 19.44 -0.18
H -8.66 -20.53 17.76 0.12
H -1.38 -20.92 12.88 0.12
H -3.09 -19.20 15.88 -0.03
H 0.25 -20.78 13.52 0.11
C 1.65 -20.65 16.93 -0.35
O 1.02 -19.38 17.03 -0.40
Zr -1.24 -19.62 16.72 1.79
H 2.27 -20.87 17.81 0.08
H -8.81 -19.10 18.69 0.13
H -10.90 -22.41 19.47 0.08
H -0.99 -18.21 14.06 0.10
C -0.33 -21.21 12.70 -0.23
H -7.22 -21.54 19.51 0.14
H 1.11 -22.23 15.48 0.08
H 2.22 -20.87 11.73 0.08
O -3.87 -21.45 19.15 -0.10
H 1.50 -22.13 10.72 0.07
C 1.49 -21.06 10.94 -0.06
C -9.86 -22.07 19.58 -0.12
H -7.48 -18.77 20.85 0.08
C -8.68 -20.19 18.80 -0.23
H -6.39 -20.08 17.69 0.09
```

Total energy in eV: -36459.10095
Orbital gap in eV: 7.43
Charge: -1
Energy relative to the best compared isomer or geometry (same formula, charge and spin) in kJ/mol: 42.15



6.
The molecule C5H7N. Source: the OMol25 dataset; level of theory: ωB97M-V/def2-TZVPD.

Geometry as XYZ:
```
13
Properties=species:S:1:pos:R:3:lowdin_charge:R:1
H -1.21 -1.67 -1.07 0.09
N 1.10 0.10 -1.03 0.03
H 0.16 -2.17 -0.09 0.08
H 1.82 -0.63 0.85 0.09
H 1.12 1.02 -1.47 0.11
C 1.36 0.24 0.38 -0.09
C -1.08 0.87 -0.26 -0.07
H 1.70 1.19 0.77 0.10
H -1.72 2.48 1.11 0.05
C -0.66 -1.45 -0.15 -0.05
C -1.18 1.77 0.52 0.16
C -0.07 -0.10 -0.24 -0.58
H -1.33 -1.63 0.69 0.09
```

Total energy in eV: -6783.89123
SMILES: C#C[C@]1(C)CN1
Orbital gap in eV: 9.02
Charge: 0
Energy relative to the best compared isomer or geometry (same formula, charge and spin) in kJ/mol: 445.89



7.
A cluster of 2 separate species, C9H14 in total. Source: the OMol25 dataset; level of theory: ωB97M-V/def2-TZVPD.

Geometry as XYZ:
```
23
Properties=species:S:1:pos:R:3:lowdin_charge:R:1
C 1.11 0.31 -1.40 -0.13
C -0.09 -1.36 0.43 -0.30
H -1.16 -1.89 2.24 0.08
H -0.61 -0.09 -2.69 0.10
H -1.47 -1.82 -1.13 0.11
C -0.09 -0.31 -1.77 -0.09
H -0.43 2.25 -0.98 0.04
C 1.05 -0.67 0.78 -0.07
H -0.77 1.28 1.66 0.05
H -0.86 3.00 1.90 0.06
H -1.53 3.37 -0.44 0.06
C 1.75 0.07 -0.20 -0.08
C -1.16 2.37 -0.18 -0.17
H -1.56 -2.83 0.90 0.07
H -2.04 1.73 -0.31 0.07
H 0.52 2.46 1.15 0.07
H 1.35 -0.58 1.82 0.12
H -0.01 -3.16 1.62 0.08
H 1.56 0.97 -2.13 0.10
H 2.80 0.30 -0.10 0.10
C -0.61 -1.22 -0.86 -0.06
C -0.55 2.23 1.19 -0.16
C -0.69 -2.36 1.38 -0.05
```

Total energy in eV: -9559.39308
SMILES: Cc1ccccc1.CC
Orbital gap in eV: 9.99
Charge: 0
Energy relative to the best compared isomer or geometry (same formula, charge and spin) in kJ/mol: 76.07



8.
A structure of composition C11H26LaN2O2P2. Source: the OMol25 dataset; level of theory: ωB97M-V/def2-TZVPD.

Geometry as XYZ:
```
44
Properties=species:S:1:pos:R:3:lowdin_charge:R:1
H 1.39 -3.29 -2.09 0.12
H 1.10 4.24 3.02 0.10
H -2.56 -1.75 -1.40 0.07
H 2.76 -2.16 -2.05 0.12
H -2.01 -4.80 1.51 0.11
C -0.41 0.34 -2.81 -0.21
H 0.11 2.81 2.72 0.06
H 2.13 4.07 0.80 0.13
O 1.23 2.21 0.28 -0.24
H 1.87 2.66 2.87 0.09
H -0.51 -4.20 0.99 0.10
H 3.61 -1.63 1.53 -0.06
H 0.35 4.11 0.61 0.12
N -1.13 0.66 -1.60 -0.19
La -0.11 -0.17 0.37 1.76
H -2.52 -3.54 -1.58 0.10
C -1.57 -4.26 0.67 0.02
C 1.81 -2.44 -1.51 -0.31
H -3.93 -2.68 -0.88 0.12
P -2.77 1.63 1.12 0.80
H -1.74 -4.87 -0.22 0.10
C -2.17 -2.91 0.44 -0.36
H -0.16 1.23 -3.40 0.14
C -2.81 -2.70 -0.91 0.00
H 1.03 -1.21 -3.36 0.12
H -3.98 0.93 1.49 -0.03
C 1.20 3.51 0.98 -0.25
C 0.93 -0.41 -2.59 -0.28
H 1.83 -3.91 0.15 0.07
H -2.67 1.51 -2.71 0.15
C 2.33 -2.96 -0.13 -0.42
P 2.22 -1.77 1.34 0.75
C -2.32 1.28 -1.68 -0.21
H 3.43 -3.09 -0.19 0.07
N 0.97 -1.22 -1.36 -0.38
H 1.61 2.39 -0.60 0.10
H -0.98 -0.36 -3.45 0.14
H 2.07 -2.78 2.33 -0.06
O -1.78 -1.88 1.10 -0.22
C -3.14 1.66 -0.62 -0.34
C 1.06 3.29 2.47 -0.08
H -4.09 2.06 -0.96 0.09
H -3.33 2.92 1.39 -0.04
H 1.77 0.29 -2.85 0.13
```

Total energy in eV: -38324.85790
Orbital gap (spin up / spin down) in eV: 7.87 / 5.50
Charge: +2
Multiplicity: 2



9.
A cluster of 2 separate species, C2H5O2 in total. Source: the OMol25 dataset; level of theory: ωB97M-V/def2-TZVPD.

Geometry as XYZ:
```
9
Properties=species:S:1:pos:R:3:lowdin_charge:R:1
H 0.35 0.54 -0.34 0.16
H -3.28 0.09 -0.61 0.09
O -1.31 0.26 -0.55 -0.05
H 2.56 0.06 -1.29 0.17
O 1.17 0.27 0.25 0.20
C -2.43 0.18 0.02 0.03
C 2.28 0.09 -0.17 0.15
H 3.11 -0.21 0.47 0.14
H -2.61 0.08 1.10 0.11
```

Total energy in eV: -6240.15784
Orbital gap in eV: 9.10
Charge: +1
Energy relative to the best compared isomer or geometry (same formula, charge and spin) in kJ/mol: 61.45



10.
The molecule C4H7NS. Source: the OMol25 dataset; level of theory: ωB97M-V/def2-TZVPD.

Geometry as XYZ:
```
13
Properties=species:S:1:pos:R:3:lowdin_charge:R:1
H -0.24 1.54 -0.67 0.10
H -0.92 -1.89 -1.26 0.15
N -1.19 1.20 -0.47 0.04
H 1.88 -0.06 1.63 0.08
H 2.38 0.51 0.04 0.09
H 1.67 -1.80 -0.25 0.11
C 0.90 -0.98 -0.03 -0.15
H 0.74 1.07 0.71 0.07
S -2.91 -0.47 0.43 0.59
C 1.49 0.22 0.65 -0.12
C -0.43 -1.14 -0.46 -0.14
C -1.42 -0.07 -0.18 -0.95
H -1.95 1.87 -0.14 0.13
```

Total energy in eV: -16585.41720
SMILES: C/C=C\C(N)=S
Orbital gap in eV: 8.57
Charge: 0
Energy relative to the best compared isomer or geometry (same formula, charge and spin) in kJ/mol: 146.09



11.
A cluster of 4 separate species, CH10NO4 in total. Source: the OMol25 dataset; level of theory: ωB97M-V/def2-TZVPD.

Geometry as XYZ:
```
16
Properties=species:S:1:pos:R:3:lowdin_charge:R:1
O -1.92 0.52 1.72 -0.11
O 0.56 2.45 0.06 -0.18
H -0.63 -1.94 1.02 0.00
O -0.32 0.09 -0.59 -0.38
H -0.09 3.13 -0.06 -0.03
H 0.84 -1.81 0.47 -0.01
H 0.20 1.47 -0.31 0.04
H -1.99 1.49 1.99 0.06
H 2.22 0.03 0.14 0.05
C -0.52 -1.23 -0.89 -0.41
O 2.21 -0.25 -0.81 -0.12
H -1.61 -1.51 -1.01 0.10
H -1.25 0.59 1.05 -0.04
H 1.34 0.08 -1.05 -0.04
H 0.14 -1.43 -1.75 0.08
N -0.04 -2.17 0.26 0.00
```

Total energy in eV: -10879.96153
Orbital gap in eV: 8.24
Charge: -1
Energy relative to the best compared isomer or geometry (same formula, charge and spin) in kJ/mol: 89.52



12.
The ion C9H10N with charge +1. Source: the OMol25 dataset; level of theory: ωB97M-V/def2-TZVPD.

Geometry as XYZ:
```
20
Properties=species:S:1:pos:R:3:lowdin_charge:R:1
H 2.18 1.64 -1.30 0.11
H -0.85 0.91 0.99 0.21
C -0.63 0.44 0.02 -0.26
H -3.70 -0.26 -1.54 0.07
H -2.58 0.96 -2.24 0.12
C -2.74 0.15 -1.44 0.14
H 2.96 -1.53 0.37 0.10
C -1.93 -0.13 -0.42 -0.30
H 3.01 -0.97 -1.36 0.15
C 2.82 -0.68 -0.26 0.00
C -2.64 -1.52 1.63 0.19
H -0.70 2.30 -0.95 0.15
C 1.33 1.23 -0.91 0.06
H 0.28 -1.41 0.90 0.19
N 1.55 -0.06 -0.23 -0.08
C 0.04 1.53 -0.73 0.05
H 3.61 0.06 -0.01 0.12
C -2.33 -0.96 0.62 -0.14
C 0.44 -0.52 0.25 0.08
H -2.80 -2.17 2.47 0.06
```

Total energy in eV: -10974.50851
SMILES: C#CC(=C)[C@@H]1C=C[N+](C)=C1
Orbital gap in eV: 8.57
Charge: +1
Energy relative to the best compared isomer or geometry (same formula, charge and spin) in kJ/mol: 354.46



> Which of these has the highest total energy?

C2H5O2